No. 1
Here is a structure of composition C45H49F3N4O2Sb3Sc in a non-equilibrium geometry from OMol25. Energies are from ωB97M-V with the def2-TZVPD basis set.

Properties
**Gap between HOMO and LUMO**: 0.2639 Ha

ORCA input file:
```
! RIJCOSX wB97M-V def2-TZVPD def2/J DEFGRID3
* xyz 2 1
Sc 0.107 -0.353 -0.359
O 3.990 0.368 -1.662
C 2.778 0.282 -1.571
N 2.105 -0.561 -0.764
C 2.977 -1.470 -0.036
C 2.191 -2.587 0.583
C 2.857 -3.711 1.067
C 2.139 -4.739 1.646
C 0.753 -4.629 1.697
C 0.162 -3.493 1.179
N 0.849 -2.458 0.654
C 1.867 1.094 -2.462
C 2.399 1.690 -3.600
C 1.556 2.390 -4.444
C 0.210 2.477 -4.112
C -0.242 1.851 -2.964
N 0.560 1.158 -2.141
H 3.541 -0.931 0.747
H 3.736 -1.874 -0.723
H 3.932 -3.763 0.980
H 2.640 -5.613 2.035
H 0.144 -5.416 2.116
H -0.921 -3.408 1.179
H 3.457 1.600 -3.798
H 1.934 2.851 -5.343
H -0.483 3.015 -4.737
H -1.293 1.882 -2.690
C -4.956 -0.410 0.436
Sb -2.986 -1.063 -0.188
C -2.336 -1.363 1.884
C -3.559 -3.132 -0.630
C -3.976 -3.137 -2.055
C -5.294 -2.800 -2.352
C -5.725 -2.664 -3.656
C -4.829 -2.868 -4.693
C -3.527 -3.233 -4.415
C -3.074 -3.374 -3.104
C -1.668 -3.798 -2.884
Sb -0.239 -2.152 -2.626
C 1.500 -3.384 -2.993
C -0.429 -1.371 -4.623
H -5.394 -1.174 1.073
H -5.588 -0.267 -0.436
H -4.888 0.523 0.991
H -2.612 -2.353 2.241
H -2.836 -0.631 2.513
H -1.247 -1.218 1.971
H -4.397 -3.372 0.021
H -2.735 -3.816 -0.432
H -5.989 -2.646 -1.538
H -6.751 -2.405 -3.861
H -5.149 -2.758 -5.716
H -2.840 -3.422 -5.227
H -1.298 -4.327 -3.759
H -1.558 -4.452 -2.020
H 1.364 -3.953 -3.911
H 1.643 -4.077 -2.165
H 2.387 -2.762 -3.088
H -0.371 -2.180 -5.343
H 0.373 -0.664 -4.815
H -1.387 -0.873 -4.740
C -3.546 2.769 -1.224
N -2.478 3.396 -0.479
C -2.578 4.832 -0.280
C -1.468 2.728 0.019
O -1.271 1.492 -0.082
H -4.497 2.926 -0.716
H -3.367 1.697 -1.309
H -3.616 3.208 -2.219
H -3.464 5.205 -0.785
H -1.707 5.342 -0.691
H -2.657 5.074 0.780
H -0.756 3.350 0.578
F 4.000 -1.927 6.630
C 3.416 -1.296 5.610
C 2.579 -2.014 4.771
C 1.967 -1.353 3.723
C 2.198 -0.002 3.506
C 3.033 0.700 4.366
C 3.650 0.058 5.423
Sb 1.164 1.004 1.930
C 2.805 2.028 1.024
C 4.116 1.759 1.392
C 5.171 2.366 0.734
C 4.895 3.258 -0.286
F 5.898 3.851 -0.933
C 3.597 3.559 -0.659
C 2.556 2.921 -0.012
C 0.490 2.569 3.227
C -0.015 2.216 4.471
C -0.427 3.184 5.367
C -0.339 4.515 4.991
F -0.758 5.460 5.836
C 0.175 4.894 3.761
C 0.595 3.909 2.885
H 2.407 -3.064 4.954
H 1.280 -1.896 3.079
H 3.187 1.760 4.215
H 4.295 0.590 6.104
H 4.320 1.066 2.198
H 6.197 2.154 0.989
H 3.429 4.283 -1.442
H 1.537 3.120 -0.330
H -0.068 1.173 4.752
H -0.806 2.924 6.344
H 0.251 5.942 3.512
H 1.035 4.194 1.938
*
```

Löwdin atomic charge list, values in e, 6 entries: 0.51, 0.10, -0.51, -0.13, -0.15, -0.27



No. 2
Here is a cluster of 9 separate species, C45H49FN8O5S in total in a non-equilibrium geometry from OMol25. Energies are from ωB97M-V with the def2-TZVPD basis set.

Properties
**Gap between HOMO and LUMO**: 0.3550 Ha

ORCA input file:
```
! RIJCOSX wB97M-V def2-TZVPD def2/J DEFGRID3
* xyz 0 1
O 2.785 -7.047 -2.964
C 1.624 -6.931 -2.313
O 0.618 -6.013 -2.916
C 0.514 -4.913 -1.903
C -1.078 -4.414 -1.988
O -1.823 -5.344 -2.883
S -3.099 -4.527 -3.665
O -3.390 -5.354 -4.963
O -4.557 -4.567 -2.782
C -4.502 -5.508 -1.652
C -4.513 -7.099 -2.078
F -3.856 -7.882 -0.968
H 1.351 -7.544 -1.329
H 0.804 -5.294 -0.818
H 1.273 -4.059 -2.194
H -1.506 -4.569 -0.900
H -1.155 -3.285 -2.321
H -5.496 -5.336 -1.014
H -3.616 -5.249 -0.902
H -5.641 -7.451 -2.073
H -4.008 -7.331 -3.109
N 1.852 -4.031 1.260
C 3.177 -3.771 1.288
C 3.830 -3.208 2.373
C 3.078 -2.887 3.499
C 1.711 -3.141 3.500
C 1.149 -3.711 2.368
H 3.720 -4.036 0.385
H 4.897 -3.023 2.341
H 3.554 -2.443 4.368
H 1.097 -2.902 4.361
H 0.086 -3.932 2.322
N -6.526 -4.434 -8.238
C -7.468 -3.466 -8.213
C -7.689 -2.633 -7.128
C -6.898 -2.803 -5.997
C -5.921 -3.793 -5.991
C -5.773 -4.574 -7.126
H -8.061 -3.375 -9.119
H -8.458 -1.870 -7.165
H -7.042 -2.170 -5.126
H -5.289 -3.951 -5.125
H -5.022 -5.358 -7.172
N 0.610 -2.443 -6.998
C -0.336 -3.291 -6.539
C -1.609 -3.391 -7.078
C -1.935 -2.568 -8.151
C -0.983 -1.683 -8.645
C 0.264 -1.658 -8.042
H -0.034 -3.910 -5.698
H -2.328 -4.092 -6.670
H -2.924 -2.617 -8.598
H -1.207 -1.028 -9.479
H 1.043 -0.987 -8.393
N 3.302 0.263 4.425
C 4.175 0.553 5.414
C 5.253 1.411 5.263
C 5.452 2.006 4.022
C 4.571 1.725 2.983
C 3.520 0.857 3.232
H 3.979 0.061 6.363
H 5.921 1.610 6.094
H 6.287 2.683 3.866
H 4.699 2.172 2.004
H 2.803 0.609 2.454
N 2.766 5.107 4.616
C 1.994 6.208 4.485
C 0.681 6.180 4.045
C 0.123 4.949 3.714
C 0.894 3.797 3.837
C 2.197 3.926 4.289
H 2.475 7.144 4.752
H 0.106 7.095 3.961
H -0.903 4.888 3.364
H 0.489 2.823 3.586
H 2.838 3.056 4.406
N 6.433 2.996 0.297
C 7.556 3.703 0.552
C 8.787 3.426 -0.019
C 8.876 2.357 -0.905
C 7.737 1.609 -1.187
C 6.550 1.965 -0.568
H 7.436 4.525 1.252
H 9.656 4.029 0.220
H 9.825 2.109 -1.372
H 7.774 0.770 -1.872
H 5.633 1.415 -0.758
N -3.950 0.732 5.081
C -4.031 2.046 5.384
C -2.950 2.809 5.794
C -1.710 2.189 5.904
C -1.595 0.837 5.600
C -2.733 0.157 5.195
H -5.020 2.483 5.286
H -3.072 3.862 6.022
H -0.840 2.755 6.224
H -0.643 0.324 5.677
H -2.694 -0.899 4.943
N -1.133 8.783 3.095
C -1.670 8.864 1.857
C -2.720 9.706 1.527
C -3.257 10.511 2.526
C -2.727 10.448 3.811
C -1.674 9.578 4.043
H -1.218 8.214 1.114
H -3.110 9.732 0.516
H -4.082 11.182 2.306
H -3.124 11.062 4.611
H -1.224 9.495 5.028
*
```

Löwdin atomic charge list, values in e, 6 entries: -0.03, -0.15, -0.15, -0.13, -0.17, -0.38



No. 3
Here is a structure of composition C45H49N4O4P2SZr in a non-equilibrium geometry from OMol25. Energies are from ωB97M-V with the def2-TZVPD basis set.

Properties
**Gap between HOMO and LUMO**: 0.1832 Ha

ORCA input file:
```
! RIJCOSX wB97M-V def2-TZVPD def2/J DEFGRID3
* xyz 3 1
Zr -0.290 -0.466 -0.071
C 0.292 3.100 2.233
C 0.678 1.645 2.303
C 1.552 1.294 3.482
O -0.531 0.771 2.240
C 1.135 1.065 0.973
O 0.579 1.482 -0.076
O 1.539 -0.154 0.924
H -0.208 3.387 3.159
H -0.362 3.304 1.389
H 1.187 3.717 2.138
H 1.009 1.484 4.410
H 2.437 1.931 3.488
H 1.875 0.256 3.466
H -1.048 0.868 3.056
C -5.501 -4.191 -3.230
S -5.980 -2.451 -3.240
C -4.491 -1.730 -3.955
C -3.471 -1.343 -2.889
C -2.204 -0.754 -3.482
N -1.265 -0.155 -2.461
P 0.492 -0.286 -2.708
C 0.816 -0.680 -4.424
C 1.203 -1.936 -4.886
C 1.483 -2.103 -6.235
C 1.383 -1.028 -7.109
C 1.011 0.229 -6.644
C 0.745 0.411 -5.299
C 0.656 -1.933 -1.845
C 1.861 -2.216 -1.160
C 2.128 -3.500 -0.702
C 1.219 -4.522 -0.940
C 0.037 -4.272 -1.638
C -0.254 -2.994 -2.072
P -1.656 1.485 -1.871
C -2.964 2.196 -2.875
C -4.333 2.052 -2.628
C -5.248 2.697 -3.442
C -4.805 3.486 -4.499
C -3.447 3.641 -4.744
C -2.523 3.012 -3.923
C -2.563 0.975 -0.338
C -3.031 2.017 0.474
C -3.690 1.746 1.659
C -3.853 0.431 2.104
C -3.373 -0.611 1.342
C -2.731 -0.346 0.123
H -6.331 -4.742 -2.793
H -4.612 -4.371 -2.622
H -5.340 -4.553 -4.244
H -4.806 -0.840 -4.505
H -4.069 -2.429 -4.680
H -3.237 -2.226 -2.280
H -3.945 -0.618 -2.229
H -2.454 0.047 -4.179
H -1.658 -1.505 -4.054
H 1.298 -2.782 -4.217
H 1.785 -3.074 -6.602
H 1.612 -1.166 -8.157
H 0.949 1.067 -7.326
H 0.482 1.399 -4.934
H 2.611 -1.441 -1.055
H 3.058 -3.708 -0.190
H 1.435 -5.526 -0.592
H -0.647 -5.086 -1.846
H -1.160 -2.818 -2.632
H -4.692 1.442 -1.808
H -6.308 2.587 -3.253
H -5.526 3.994 -5.126
H -3.109 4.270 -5.557
H -1.463 3.166 -4.091
H -2.921 3.045 0.145
H -4.092 2.564 2.245
H -4.376 0.228 3.031
H -3.531 -1.635 1.656
H -2.563 -1.179 -0.575
C 3.478 -8.778 0.068
C 2.165 -8.366 0.680
C 1.015 -8.251 -0.102
C -0.213 -7.936 0.460
C -0.307 -7.720 1.829
N -1.573 -7.463 2.455
C -2.559 -6.657 1.979
O -3.737 -6.805 2.171
N -2.117 -5.551 1.187
C -1.283 -4.539 1.619
C -0.413 -4.625 2.715
C 0.375 -3.536 3.044
C 0.296 -2.377 2.304
N -0.532 -2.282 1.239
C -1.307 -3.337 0.932
C 0.823 -7.832 2.625
C 2.046 -8.152 2.051
H 3.605 -8.358 -0.929
H 3.526 -9.864 -0.032
H 4.320 -8.471 0.687
H 1.074 -8.458 -1.164
H -1.106 -7.912 -0.153
H -1.933 -8.178 3.075
H -2.890 -5.259 0.604
H -0.388 -5.521 3.315
H 1.040 -3.575 3.896
H 0.890 -1.516 2.551
H -2.005 -3.212 0.112
H 0.742 -7.704 3.700
H 2.918 -8.260 2.686
*
```

Löwdin atomic charge list, values in e, 6 entries: 1.86, 0.02, -0.45, 0.03, -0.07, -0.51



No. 4
Here is a structure of composition C45H50BO9PTeW in a non-equilibrium geometry from OMol25. Energies are from ωB97M-V with the def2-TZVPD basis set.

Properties
**Gap between HOMO and LUMO (spin up / spin down)**: 0.2355 / 0.2357 Ha

ORCA input file:
```
! RIJCOSX wB97M-V def2-TZVPD def2/J DEFGRID3
* xyz 0 1
W 0.426 0.464 0.333
C -0.935 -6.107 0.588
C 0.034 -5.290 -0.256
C 0.751 -6.161 -1.268
O -0.642 -4.234 -0.934
C -0.730 -3.198 0.028
C 0.621 -3.272 0.795
O 0.982 -4.637 0.588
C 1.892 -2.383 0.603
O 1.536 -1.027 0.765
C 2.640 -2.453 -0.725
C 2.113 -2.998 -1.887
C 2.818 -2.931 -3.084
C 4.048 -2.301 -3.135
C 4.574 -1.729 -1.981
C 3.877 -1.807 -0.790
C 2.824 -2.762 1.760
C 3.638 -3.887 1.672
C 4.450 -4.249 2.735
C 4.458 -3.491 3.898
C 3.649 -2.370 3.990
C 2.834 -2.007 2.926
C -1.322 -1.889 -0.526
O -0.991 -0.905 0.418
C -2.852 -1.967 -0.555
C -3.542 -3.163 -0.713
C -4.931 -3.174 -0.738
C -5.640 -1.989 -0.610
C -4.952 -0.792 -0.466
C -3.567 -0.779 -0.440
C -0.846 -1.406 -1.912
C -1.616 -1.582 -3.045
C -1.338 -0.868 -4.209
C -0.323 0.074 -4.255
C 0.501 0.214 -3.147
C 0.263 -0.531 -1.990
H -1.600 -6.683 -0.056
H -1.539 -5.476 1.238
H -0.371 -6.796 1.216
H 0.065 -6.419 -2.074
H 1.084 -7.083 -0.793
H 1.616 -5.648 -1.677
H -1.459 -3.497 0.791
H 0.377 -3.121 1.851
H 1.132 -3.447 -1.879
H 2.388 -3.362 -3.979
H 4.595 -2.244 -4.067
H 5.528 -1.219 -2.014
H 4.282 -1.348 0.104
H 3.634 -4.480 0.767
H 5.081 -5.125 2.653
H 5.097 -3.771 4.726
H 3.649 -1.768 4.890
H 2.219 -1.121 3.002
H -3.000 -4.092 -0.834
H -5.457 -4.112 -0.860
H -6.722 -1.999 -0.620
H -5.497 0.138 -0.373
H -3.033 0.157 -0.332
H -2.479 -2.234 -3.017
H -1.960 -1.028 -5.081
H -0.147 0.661 -5.145
H 1.353 0.881 -3.176
H 1.182 -0.794 -1.457
C 0.140 -0.846 9.069
C -0.895 0.052 8.376
C -2.194 -0.741 8.231
C -1.180 1.275 9.257
C -0.340 0.503 7.023
C 0.823 1.284 6.991
C 1.416 1.709 5.807
C 0.802 1.315 4.640
O 1.163 1.570 3.335
B 0.212 0.928 2.549
O -0.734 0.297 3.355
C -0.346 0.550 4.649
C -0.941 0.129 5.821
H -0.238 -1.181 10.037
H 1.079 -0.318 9.239
H 0.357 -1.726 8.462
H -2.549 -1.038 9.219
H -2.050 -1.651 7.646
H -2.979 -0.148 7.759
H -1.528 0.958 10.242
H -1.951 1.904 8.808
H -0.291 1.889 9.401
H 1.288 1.571 7.924
H 2.313 2.312 5.802
H -1.841 -0.467 5.782
C -2.581 3.600 2.912
C -3.052 2.946 1.627
O -2.505 3.553 0.442
P -0.898 3.426 0.209
O -0.853 1.799 -0.169
Te 2.484 1.974 0.098
O -0.819 3.969 -1.311
C -0.513 5.362 -1.484
C 0.738 5.500 -2.321
H -3.169 3.219 3.748
H -2.709 4.681 2.864
H -1.529 3.395 3.119
H -4.132 3.039 1.521
H -2.812 1.877 1.621
H -0.382 5.844 -0.509
H -1.375 5.824 -1.965
H 1.585 5.036 -1.815
H 0.969 6.551 -2.497
H 0.603 5.010 -3.285
*
```

Löwdin atomic charge list, values in e, 6 entries: 1.29, 0.02, -0.57, 0.03, -0.03, -0.17



no.,energy (eV)
1,-105970.674
2,-83163.070
3,-92282.568
4,-84992.101